Record 1
{
  "formula": "C3H3IN2S",
  "method": "ωB97M-V with the def2-TZVPD basis set",
  "homo_energy_ev": -8.71,
  "de_lowest_kcal_mol": 37.6,
  "largest_force_ha_per_bohr": 0.137,
  "species": ["C", "C", "C", "N", "N", "S", "I", "H", "H", "H"],
  "positions_angstrom": [[-0.7192, -0.0735, 0.2439], [-0.4320, -1.0055, 1.2041], [0.4005, 0.6651, -0.0580], [0.8000, -1.0243, 1.5714], [0.3140, 1.8224, -0.6922], [1.7798, 0.1246, 0.9743], [0.3938, 1.6076, -2.7920], [-1.7413, 0.1290, -0.0253], [-1.0547, -1.7813, 1.5837], [1.3028, 2.4601, -0.4807]],
  "atomic_forces_ev_per_a": [[-0.277, 0.996, -0.613], [0.972, -1.017, -0.107], [0.111, -1.769, 2.633], [1.990, -1.385, 2.552], [4.147, 5.422, -1.649], [-2.630, -0.097, -1.718], [-0.051, 0.089, 0.086], [0.085, 0.309, -0.620], [-0.635, -0.263, 0.288], [-3.712, -2.284, -0.851]]
}

Record 2
{
  "formula": "C3H3INOS",
  "method": "ωB97M-V with the def2-TZVPD basis set",
  "homo_energy_ev": -3.51,
  "de_lowest_kcal_mol": 19.1,
  "smiles": "[O-]C(=S)[C@H]1CN1I",
  "largest_force_ha_per_bohr": 0.107,
  "total_charge": -1,
  "species": ["O", "C", "S", "C", "C", "N", "I", "H", "H", "H"],
  "positions_angstrom": [[0.0676, -1.4771, 1.8573], [-0.6584, -0.9340, 1.0088], [-2.3506, -0.5603, 1.1833], [-0.1436, -0.3853, -0.3421], [0.1622, 0.9798, -0.1590], [1.2335, 0.0625, -0.2312], [2.2910, -0.0034, -1.9702], [-0.7407, -0.8632, -1.1722], [0.1636, 1.8195, -0.9276], [-0.0245, 1.3615, 0.7530]],
  "atomic_forces_ev_per_a": [[-0.616, 0.762, -1.624], [-0.383, -0.847, 1.478], [0.341, -0.246, -0.088], [-1.929, -2.540, 0.411], [0.142, 3.745, -4.057], [1.719, -1.774, 0.031], [0.207, 0.147, -0.407], [1.417, 0.867, 0.469], [-0.482, -1.416, 0.553], [-0.416, 1.302, 3.234]]
}

Record 3
{
  "formula": "C3H3IO",
  "method": "ωB97M-V with the def2-TZVPD basis set",
  "homo_energy_ev": -9.49,
  "de_lowest_kcal_mol": 8.7,
  "smiles": "O=C/C=C/I",
  "largest_force_ha_per_bohr": 0.097,
  "species": ["O", "C", "C", "C", "I", "H", "H", "H"],
  "positions_angstrom": [[1.3797, -1.2523, -0.0196], [1.3074, -0.0541, -0.1109], [0.0447, 0.5740, 0.1142], [-0.9062, -0.3778, 0.1003], [-2.9643, 0.2467, -0.0256], [2.2597, 0.5781, -0.3391], [-0.2360, 1.6777, 0.2754], [-0.8848, -1.3924, 0.0052]],
  "atomic_forces_ev_per_a": [[1.124, -0.546, -0.267], [3.117, 0.600, 0.139], [-2.809, 0.781, 0.471], [-2.376, 4.409, -0.006], [0.757, -0.255, 0.296], [-1.379, -0.752, 0.195], [0.883, -1.924, -0.568], [0.682, -2.314, -0.260]]
}

Record 4
{
  "formula": "C3H3IO2",
  "method": "ωB97M-V with the def2-TZVPD basis set",
  "homo_energy_ev": -8.71,
  "de_lowest_kcal_mol": 44.5,
  "smiles": "O=C=CI.C=O",
  "largest_force_ha_per_bohr": 0.051,
  "species": ["O", "C", "C", "I", "H", "C", "O", "H", "H"],
  "positions_angstrom": [[-1.0619, 2.4170, 0.5509], [-1.1468, 1.5570, -0.2414], [-1.1904, 0.5267, -1.0380], [-1.9355, -1.2672, -0.2897], [-1.3909, 0.8384, -2.0324], [1.6827, -0.9896, 0.7588], [1.3433, -0.4462, -0.2416], [2.3135, -1.9534, 0.8191], [1.3860, -0.6828, 1.7143]],
  "atomic_forces_ev_per_a": [[0.025, -0.923, -1.246], [0.193, 0.963, 2.216], [-0.800, 0.260, 0.097], [0.118, 0.176, -0.144], [0.077, -0.410, -1.038], [1.194, -2.272, -0.556], [0.357, 0.235, -0.600], [-0.491, 0.984, -0.581], [-0.673, 0.988, 1.852]]
}

Record 5
{
  "formula": "C3H3IO2",
  "method": "ωB97M-V with the def2-TZVPD basis set",
  "homo_energy_ev": [-7.84, -7.56],
  "de_lowest_kcal_mol": 58.4,
  "largest_force_ha_per_bohr": 0.072,
  "species": ["C", "C", "C", "O", "O", "I", "H", "H", "H"],
  "positions_angstrom": [[0.4839, 0.0098, -0.8097], [-1.2859, 1.0946, 0.7728], [0.8573, -1.1603, -0.0774], [0.7426, 0.7628, -1.6795], [-1.6996, 0.6860, 1.7461], [-1.6739, 3.0043, -0.2059], [0.0378, -1.8126, -0.2073], [0.8120, -0.7687, 0.9564], [1.7258, -1.8159, -0.4954]],
  "atomic_forces_ev_per_a": [[-0.748, 3.383, -1.285], [2.219, -0.817, -2.741], [1.571, -1.105, -0.268], [-0.255, -1.687, 1.391], [-1.037, -0.698, 2.173], [-0.301, 0.965, -0.345], [-1.335, -0.786, 0.265], [0.684, -0.895, -0.227], [-0.799, 1.641, 1.036]]
}

Record 6
{
  "formula": "C3H3IO2",
  "method": "ωB97M-V with the def2-TZVPD basis set",
  "homo_energy_ev": -8.57,
  "de_lowest_kcal_mol": 72.8,
  "largest_force_ha_per_bohr": 0.092,
  "species": ["C", "C", "C", "O", "O", "I", "H", "H", "H"],
  "positions_angstrom": [[0.8293, 0.0312, 0.3612], [-1.4004, -1.4123, 1.9892], [0.5098, -0.7487, 1.3848], [-1.8250, -2.4812, 2.0391], [2.1097, 0.5478, 0.0212], [1.8183, -1.2789, 2.7897], [0.1577, 0.4070, -0.3992], [-1.7863, -0.4104, 2.3966], [2.1073, 1.2786, -0.5819]],
  "atomic_forces_ev_per_a": [[0.752, 1.362, -1.405], [2.688, 3.856, -0.403], [-2.835, -0.607, -0.460], [0.045, -0.856, -0.229], [-0.362, -1.885, 2.042], [1.081, -0.475, 1.096], [-0.770, -0.445, 0.239], [0.084, -1.379, -0.418], [-0.682, 0.430, -0.463]]
}

Record 7
{
  "formula": "C3H3InO9",
  "method": "ωB97M-V with the def2-TZVPD basis set",
  "homo_energy_ev": -9.00,
  "largest_force_ha_per_bohr": 0.039,
  "species": ["In", "O", "C", "O", "O", "H", "O", "C", "O", "O", "H", "O", "C", "O", "O", "H"],
  "positions_angstrom": [[-0.8920, -1.4013, 0.3602], [-2.3950, 2.3978, 3.5044], [-2.5609, 1.8072, 2.3120], [-3.2875, 2.2647, 1.4127], [-2.0043, 0.7258, 2.0161], [-2.9236, 3.1992, 3.5024], [0.2158, -1.6188, -4.6805], [0.2308, -1.1934, -3.4144], [-0.3645, -1.7929, -2.5318], [1.0463, -0.2951, -3.1138], [0.7861, -0.9987, -5.1406], [1.5521, -0.6638, 1.7572], [2.5313, -0.6003, 0.8014], [2.2092, -0.2683, -0.3701], [3.6563, -0.9702, 1.1227], [2.1997, -0.5919, 2.4622]],
  "atomic_forces_ev_per_a": [[0.237, 0.522, -0.118], [0.312, -0.685, -0.368], [-0.538, -0.173, -1.151], [-0.308, 0.950, 0.485], [1.051, -0.870, 0.647], [-0.215, 0.317, -0.031], [-0.774, 0.008, 0.265], [1.918, -0.419, -0.422], [-1.545, -0.649, 1.042], [-0.053, 0.954, 0.354], [0.292, 0.162, -0.543], [0.424, 0.588, -0.632], [-0.287, -0.768, -1.429], [-0.250, -0.090, 0.276], [0.251, 0.423, -0.072], [-0.514, -0.269, 1.697]]
}

Record 8
{
  "formula": "C3H3IrLi2O3",
  "method": "ωB97M-V with the def2-TZVPD basis set",
  "s2": 6.022,
  "homo_energy_ev": [-17.50, -18.48],
  "de_lowest_kcal_mol": 88.0,
  "largest_force_ha_per_bohr": 0.106,
  "multiplicity": 5,
  "total_charge": 2,
  "species": ["O", "Li", "C", "O", "C", "H", "H", "Ir", "C", "O", "Li", "H"],
  "positions_angstrom": [[0.6873, -1.6721, -0.0470], [-0.7945, -2.6278, 0.4186], [0.7185, -0.4660, 0.3094], [2.0060, -0.1193, 0.5886], [2.3316, 1.3025, 0.3772], [2.9800, 1.3406, -0.5122], [2.9443, 1.5794, 1.2497], [0.3301, 1.8340, 0.3065], [-1.5461, 0.5212, 0.9925], [-1.4545, 0.9943, -0.2136], [0.6467, 0.6646, 2.3289], [-1.2002, 0.2836, 2.0118]],
  "atomic_forces_ev_per_a": [[-1.939, 2.469, 0.962], [-0.035, -0.735, -0.421], [3.535, -2.595, -0.478], [0.392, -0.333, 0.125], [-0.127, -0.897, 0.830], [-0.655, 0.345, 0.060], [-0.301, 0.349, -0.241], [1.097, 2.250, -2.088], [-1.648, 0.601, -4.571], [-1.175, -1.457, 5.099], [1.178, -0.457, 1.060], [-0.321, 0.461, -0.338]]
}

What did the third record say?
{
  "formula": "C3H3IO",
  "method": "ωB97M-V with the def2-TZVPD basis set",
  "homo_energy_ev": -9.49,
  "de_lowest_kcal_mol": 8.7,
  "smiles": "O=C/C=C/I",
  "largest_force_ha_per_bohr": 0.097,
  "species": ["O", "C", "C", "C", "I", "H", "H", "H"],
  "positions_angstrom": [[1.3797, -1.2523, -0.0196], [1.3074, -0.0541, -0.1109], [0.0447, 0.5740, 0.1142], [-0.9062, -0.3778, 0.1003], [-2.9643, 0.2467, -0.0256], [2.2597, 0.5781, -0.3391], [-0.2360, 1.6777, 0.2754], [-0.8848, -1.3924, 0.0052]],
  "atomic_forces_ev_per_a": [[1.124, -0.546, -0.267], [3.117, 0.600, 0.139], [-2.809, 0.781, 0.471], [-2.376, 4.409, -0.006], [0.757, -0.255, 0.296], [-1.379, -0.752, 0.195], [0.883, -1.924, -0.568], [0.682, -2.314, -0.260]]
}